Density functional theory data (ωB97M-V/def2-TZVPD) for C3H4OS3 in the gas phase in a non-equilibrium geometry.

Atoms and positions in Å:
C 2.444 -0.446 -0.651
C 0.621 1.356 0.323
C -1.808 0.012 0.524
H 1.504 -0.189 -1.492
H 1.280 2.086 -0.184
H 0.557 1.955 1.263
H -1.263 -0.017 1.506
O 3.704 -0.853 -0.697
S 1.489 -0.293 0.925
S -0.937 1.114 -0.550
S -3.004 -0.980 -0.168

Cartesian forces (eV/Å) of the 3 atoms listed first:
3.597 -1.937 -0.239
0.699 -0.033 1.987
-0.180 -1.272 -1.711

Calculated values
**Total energy**: -37725.7514 eV
**E_HOMO**: -9.25 eV
**Energy above the lowest of the compared OMol25 structures with the same formula, charge and spin**: 68.51 kcal/mol
**SMILES**: O=CSCSC=S
**Gap between HOMO and LUMO**: 0.2960 Ha
**LUMO**: -0.04385 hartree